DFT (ωB97M-V/def2-TZVPD) results for a cluster of 17 separate species, C34H68Br34 in total at a distorted geometry.

Properties
strongest force on any atom = 2.76 eV/A
HOMO level = -9.7 eV
multiplicity = 1
relative energy (zero: lowest compared OMol25 entry of this formula, charge and spin) = 41.6 kcal/mol
HOMO-LUMO gap = 9.7 eV

CARTESIAN COORDINATES (ANGSTROEM)
1 H 17.284 12.869 9.038
2 C 11.613 11.855 23.611
3 Br 8.822 8.829 13.851
4 H 17.189 15.441 22.923
5 H 18.841 16.642 13.396
6 H 11.343 8.933 13.125
7 H 18.133 10.491 16.498
8 H 20.325 14.996 14.660
9 C 9.355 18.344 15.444
10 C 15.734 14.501 21.628
11 H 7.869 14.952 19.552
12 H 13.536 15.585 12.312
13 Br 11.228 13.793 21.653
14 H 7.183 8.861 15.743
15 Br 9.652 14.877 16.162
16 Br 10.969 7.589 20.448
17 H 7.263 14.543 17.884
18 Br 15.925 9.318 16.313
19 C 12.421 10.325 14.384
20 C 11.505 16.612 23.650
21 Br 11.760 17.226 13.233
22 Br 8.735 18.440 13.588
23 H 10.541 16.777 24.131
24 C 11.594 17.325 22.311
25 H 9.988 15.689 18.579
26 H 11.636 10.084 21.069
27 H 11.558 15.527 23.564
28 Br 10.719 19.774 17.681
29 H 17.470 16.133 14.477
30 H 14.672 14.588 21.397
31 C 9.697 19.781 15.934
32 H 9.271 11.254 16.014
33 Br 15.407 11.317 11.217
34 H 16.489 11.110 18.396
35 Br 14.140 19.524 14.705
36 C 16.555 11.731 17.502
37 Br 17.766 13.266 18.008
38 H 12.012 14.911 12.395
39 C 12.827 9.543 19.321
40 C 15.822 13.211 10.649
41 Br 18.597 13.524 13.325
42 Br 7.688 10.887 17.949
43 C 12.574 21.746 22.680
44 Br 13.725 20.450 21.779
45 Br 13.101 16.622 18.677
46 H 15.548 12.672 8.590
47 H 10.296 17.794 15.465
48 H 12.448 20.356 24.399
49 H 10.340 20.175 15.146
50 H 9.742 11.805 22.375
51 Br 11.097 10.742 25.091
52 C 12.317 16.203 10.626
53 C 7.947 15.144 18.482
54 H 12.892 22.768 22.474
55 Br 16.497 17.168 17.875
56 C 17.133 10.882 16.314
57 C 18.542 16.311 14.391
58 H 11.990 16.365 16.472
59 H 14.590 18.409 11.829
60 H 16.067 19.091 12.261
61 H 16.590 19.851 16.464
62 H 12.784 8.977 18.391
63 H 8.869 20.490 15.954
64 Br 11.126 11.896 13.931
65 H 12.390 16.821 21.763
66 H 14.879 13.754 10.720
67 H 10.629 10.074 19.657
68 C 13.509 14.753 16.671
69 C 16.496 20.012 17.538
70 H 12.371 11.486 22.920
71 C 7.854 14.487 10.786
72 C 9.396 14.885 18.141
73 H 13.594 9.020 19.893
74 Br 15.722 21.873 17.806
75 H 8.097 13.637 10.148
76 H 9.746 14.260 11.825
77 Br 13.315 11.422 19.002
78 C 8.609 10.416 16.235
79 H 13.726 21.524 24.513
80 H 8.709 15.568 12.521
81 Br 13.694 14.231 14.784
82 H 17.419 20.005 18.118
83 C 15.626 18.990 18.124
84 C 11.502 9.597 20.103
85 H 13.384 10.790 14.593
86 H 11.558 21.646 22.298
87 H 15.705 15.405 23.641
88 H 16.265 14.759 20.712
89 Br 8.056 13.228 13.353
90 Br 15.688 17.459 22.013
91 H 11.362 16.678 10.402
92 H 15.553 12.082 17.258
93 H 8.643 17.832 16.091
94 Br 7.453 17.031 18.388
95 Br 13.559 7.725 13.716
96 H 12.165 9.962 15.380
97 H 15.916 17.719 14.560
98 C 15.051 17.971 13.946
99 H 12.767 14.008 16.957
100 C 12.504 15.821 12.051
101 H 11.636 18.382 22.574
102 C 16.140 15.557 22.653
103 C 12.371 9.257 13.286
104 H 17.074 11.429 15.373
105 H 14.484 14.605 17.135
106 Br 11.630 22.452 25.473
107 C 7.637 9.717 15.244
108 H 16.608 13.604 11.294
109 H 12.685 9.729 12.355
110 H 12.084 12.734 24.051
111 C 19.237 14.948 14.666
112 H 13.692 16.822 16.174
113 Br 16.330 16.578 11.746
114 C 10.371 12.518 22.908
115 H 14.439 17.071 13.999
116 H 9.378 9.684 16.481
117 H 12.989 16.990 10.284
118 H 14.697 18.874 17.565
119 Br 9.947 17.156 21.285
120 Br 8.056 16.048 9.690
121 C 15.463 18.204 12.450
122 H 9.645 13.900 18.536
123 Br 19.343 17.561 15.757
124 C 8.730 14.595 12.031
125 H 9.611 13.049 23.482
126 Br 12.473 14.596 9.495
127 Br 13.026 17.155 24.781
128 C 12.686 21.403 24.209
129 H 15.436 19.057 19.195
130 Br 16.171 15.102 8.491
131 C 16.266 13.226 9.194
132 C 13.022 16.229 16.796
133 Br 16.046 12.660 22.209
134 H 18.934 14.576 15.645
135 H 6.829 10.345 14.867
136 H 6.775 14.453 10.935

=====

DFT (ωB97M-V/def2-TZVPD) results for a cluster of 6 separate species, C34H68BrClNO17 in total at a distorted geometry.

Properties
strongest force on any atom = 3.45 eV/A
HOMO level = -12.0 eV
multiplicity = 1
relative energy (zero: lowest compared OMol25 entry of this formula, charge and spin) = 167.4 kcal/mol
HOMO-LUMO gap = 8.9 eV
net charge = +1

CARTESIAN COORDINATES (ANGSTROEM)
1 H -1.225 5.862 -0.972
2 C -4.266 5.927 -4.485
3 C -7.218 5.154 -4.419
4 H 2.933 -6.906 -10.624
5 C -1.041 -0.093 0.026
6 H -0.300 4.002 -3.495
7 C 3.092 -7.160 -9.570
8 C 2.669 1.892 1.664
9 H -1.074 -2.041 4.709
10 O -5.016 5.498 -3.440
11 H 0.777 -1.468 0.313
12 H 4.716 -8.559 -9.914
13 H 0.286 0.551 2.566
14 H -2.569 -1.258 10.493
15 C -2.164 5.683 -5.462
16 C 0.733 3.141 -1.524
17 H -1.666 1.968 -0.719
18 C -6.378 5.944 -3.429
19 H 3.110 -9.307 -9.836
20 C -3.989 -4.543 13.812
21 C 4.373 -2.373 -6.168
22 H -8.272 5.435 -4.343
23 H 6.324 2.261 -6.987
24 C 1.431 1.146 0.835
25 Cl -3.838 4.697 3.526
26 H -7.120 4.080 -4.236
27 O -3.584 -1.694 7.626
28 H 2.346 1.844 2.812
29 C 0.032 -0.855 1.004
30 O 0.586 3.453 -0.094
31 C 4.764 1.691 0.067
32 H 5.608 2.504 0.268
33 C -0.732 -1.510 5.603
34 H -4.926 -6.462 13.462
35 H -5.688 -3.113 6.830
36 H 3.700 -3.117 -5.732
37 C 0.224 2.273 0.706
38 H 2.108 -7.173 -9.089
39 H 2.775 3.028 1.398
40 H 1.775 3.536 -1.952
41 H -3.859 -4.741 14.881
42 C -4.946 -1.249 7.637
43 O 5.600 -4.807 -8.798
44 C 4.120 1.140 1.488
45 H -3.209 1.085 1.326
46 H 3.925 -8.744 -8.356
47 C 7.228 1.948 -6.454
48 H 3.947 2.106 -0.662
49 H 3.887 -1.395 -6.108
50 C -5.786 -2.038 6.646
51 H -4.744 2.761 2.080
52 H -5.327 -1.421 8.649
53 O 5.583 0.322 -5.130
54 H 8.092 2.414 -6.936
55 H -1.720 -2.710 9.853
56 O 7.379 0.534 -6.545
57 Br -0.838 -2.265 2.195
58 C -0.411 4.074 -2.310
59 C 3.745 -8.523 -9.412
60 H -4.715 4.477 1.151
61 C 5.710 -2.370 -5.447
62 H 1.765 0.690 -0.189
63 C 6.451 -0.163 -5.842
64 O -4.646 6.651 -5.394
65 H -0.677 -0.433 5.415
66 C -2.952 -3.176 12.190
67 H -6.890 5.331 -5.448
68 O -3.214 -0.541 5.672
69 H -1.848 4.059 1.789
70 C -4.099 -5.864 13.069
71 H -1.819 1.695 2.536
72 H -5.004 -0.170 7.449
73 H -6.840 -1.758 6.723
74 O -3.939 -3.178 11.468
75 C -4.160 3.782 1.946
76 C 6.849 -4.368 -9.328
77 O -1.773 -2.563 11.918
78 H -1.161 5.327 -5.211
79 O -1.594 -1.802 6.700
80 H -2.118 -0.558 0.222
81 H 1.699 -0.358 2.300
82 H 3.959 -0.024 1.473
83 H -1.509 3.689 -2.049
84 C -1.728 -1.944 10.635
85 C -2.834 -1.266 6.581
86 H -5.458 -1.861 5.617
87 H 7.196 2.280 -5.411
88 H 6.148 -3.372 -5.495
89 H -0.428 6.437 -2.628
90 O 5.442 0.534 -0.554
91 H -4.268 -5.706 12.000
92 H 4.509 -2.595 -7.231
93 H 0.271 -1.866 5.855
94 H -0.801 -1.369 10.566
95 H -6.759 5.772 -2.417
96 H 0.650 5.828 -1.187
97 C 4.975 -5.735 -9.566
98 C -2.699 3.416 1.285
99 O 3.860 -6.144 -8.912
100 H -0.760 -0.390 -1.086
101 H -4.899 -3.940 13.704
102 H -6.436 7.022 -3.617
103 H 5.229 0.578 -1.545
104 H -2.506 5.151 -6.356
105 H 7.203 -3.534 -8.716
106 H 5.599 -2.117 -4.386
107 C -0.371 5.644 -1.764
108 H 6.743 -4.017 -10.360
109 O -2.837 -3.807 13.385
110 C -1.165 1.527 0.259
111 O 5.367 -6.147 -10.648
112 H 0.659 2.006 -1.797
113 H -2.747 3.733 0.137
114 H 4.841 1.456 2.367
115 N 0.887 0.089 1.820
116 O 6.637 -1.483 -6.087
117 O -3.026 5.390 -4.365
118 H 7.583 -5.177 -9.269
119 H -2.109 6.760 -5.651
120 H 0.049 2.669 1.818
121 H -3.170 -6.436 13.162
122 C -2.287 1.806 1.468

=====

DFT (ωB97M-V/def2-TZVPD) results for a structure of composition C34H68CsN7O9P3SSbSe4 at a distorted geometry.

Properties
strongest force on any atom = 3.13 eV/A
HOMO level = -0.9 eV
multiplicity = 1
relative energy (zero: lowest compared OMol25 entry of this formula, charge and spin) = 72.6 kcal/mol
HOMO-LUMO gap = 3.5 eV
net charge = -2

CARTESIAN COORDINATES (ANGSTROEM)
1 H 1.166 3.231 -3.910
2 H 5.580 -3.087 2.673
3 H 1.411 -0.934 -2.533
4 H -7.892 -1.789 0.147
5 P -3.796 -1.548 0.682
6 C 2.782 -1.879 4.688
7 H 4.159 0.775 4.481
8 C -1.295 -5.264 0.766
9 N -3.481 2.018 -1.732
10 H 0.945 -2.561 -6.923
11 H 5.037 1.508 3.130
12 C -3.752 2.763 -2.789
13 H 0.837 -0.964 4.996
14 C 4.311 -0.484 2.706
15 C -3.593 0.697 -3.528
16 C -3.690 0.374 3.746
17 H 0.069 -3.300 3.885
18 H -4.337 0.610 4.592
19 C 0.261 -1.727 -5.038
20 C 4.192 0.873 3.391
21 H -5.779 1.961 2.843
22 H -4.280 -3.021 -1.830
23 H -1.162 -5.663 5.383
24 H -2.457 -6.718 -0.311
25 H 1.747 -2.459 -1.167
26 O -5.334 -1.497 0.213
27 O -1.318 -3.835 0.946
28 C 2.441 0.913 -5.965
29 H 0.100 -6.647 -0.123
30 Se 0.266 4.405 -0.543
31 C -0.954 -4.154 -4.630
32 H 4.445 -0.330 1.632
33 Cs -0.258 -0.184 0.861
34 S -0.297 1.137 -3.304
35 H -3.519 -0.232 -4.066
36 C 4.711 -3.725 2.836
37 O -2.819 -1.761 -0.391
38 N 0.291 3.352 3.343
39 H 5.171 -1.034 3.102
40 C -4.516 0.266 2.481
41 H -5.863 -3.344 -2.580
42 H 2.816 2.721 -3.573
43 O 2.297 -1.325 -2.462
44 C -1.272 -2.911 5.509
45 C -1.275 3.328 4.855
46 H -1.706 3.684 0.944
47 C 2.064 2.816 -4.362
48 C -5.990 -2.457 -0.626
49 H 4.591 -3.871 3.912
50 Se 3.213 4.308 2.138
51 H 3.299 1.400 3.055
52 H -6.024 -3.418 -0.094
53 O 1.465 -2.817 -0.295
54 H -5.674 1.478 1.131
55 H -4.041 2.308 -4.961
56 H 2.231 -1.076 -6.843
57 H 1.034 3.665 2.701
58 C 0.379 -2.723 -6.018
59 C -3.848 1.979 -3.954
60 O -3.638 -0.186 1.402
61 C -0.324 -5.170 4.886
62 H 1.783 -1.141 6.485
63 C -5.292 -2.647 -1.967
64 C -5.114 1.592 2.061
65 H -0.499 -2.786 6.267
66 N -0.430 -1.938 -3.926
67 H 2.445 3.491 -5.129
68 C -0.547 4.160 4.046
69 H -2.898 -5.032 -0.647
70 H -7.989 -2.670 -1.390
71 O -1.832 -4.027 3.430
72 N -0.889 2.025 4.663
73 N 0.902 -0.495 -5.220
74 C 3.459 -3.127 2.199
75 C 1.928 -0.310 -6.155
76 H 2.427 -2.909 4.817
77 C -0.760 -3.802 4.392
78 H -2.706 2.886 0.112
79 C -2.601 -5.734 0.136
80 H -5.309 -0.481 2.603
81 O -2.568 3.229 1.012
82 H 2.632 -3.842 2.260
83 H 3.633 -2.949 1.136
84 H -1.172 -5.731 1.747
85 H -1.525 -1.928 5.111
86 H -4.309 2.310 1.897
87 P 2.790 -1.515 2.855
88 C -1.011 -3.112 -3.718
89 H -2.938 1.156 3.644
90 H -3.404 -5.806 0.873
91 C 0.786 0.694 -4.456
92 N -3.395 0.767 -2.198
93 H 4.930 -4.695 2.383
94 H -3.165 -0.561 3.950
95 H -1.435 -5.102 -4.430
96 H -4.169 -3.803 1.546
97 H -5.220 -1.685 -2.479
98 H 2.770 -0.661 -1.909
99 H 2.183 0.116 5.309
100 H -3.850 3.831 -2.681
101 H 0.505 -5.072 5.586
102 H 3.256 1.398 -6.471
103 Sb 2.560 3.572 -0.136
104 H -4.168 -2.600 2.872
105 H -0.145 -4.728 -6.535
106 H 3.795 -1.812 5.094
107 Se 4.150 4.212 -1.908
108 O -1.282 -1.747 2.350
109 P -1.923 -3.049 2.165
110 H -0.293 -5.232 -1.135
111 H -2.161 -3.353 5.964
112 C -0.236 -3.939 -5.798
113 Se 2.422 0.985 -0.085
114 H 1.650 -2.067 0.285
115 C 0.055 2.089 3.744
116 N 1.748 1.529 -4.954
117 H -7.384 -0.999 -1.357
118 C -0.100 -5.574 -0.117
119 H 0.774 -5.031 0.237
120 H -0.564 5.226 3.901
121 C -3.716 -2.888 1.924
122 C -7.408 -1.946 -0.817
123 H -3.106 0.022 -1.580
124 H -2.040 3.588 5.570
125 H 0.600 1.243 3.361
126 C 1.842 -0.913 5.417
127 H -0.005 -5.789 4.047
128 H -1.526 -3.210 -2.765